The following is a quantum chemistry calculation of the ion C2FO4S with charge -1 at a distorted geometry, from the Open Molecules 2025 dataset.

Each line ends with the natural charge from an NBO analysis.
CARTESIAN COORDINATES (ANGSTROEM)
C -1.921 0.114 0.055  0.9916
C 1.624 0.651 0.221  0.0726
O -2.771 -0.717 0.175  -0.6663
O -1.815 1.311 -0.096  -0.6606
O -0.589 -0.808 -0.010  -0.8638
O 1.872 -0.616 0.846  -0.6610
F 2.735 0.841 -0.760  -0.4728
S 0.864 -0.775 -0.431  1.2603

The calculation puts the HOMO energy at -4.8 eV. The LUMO energy comes out at 0.1286 hartree. The value obtained for the molar mass is 139.083 u. As for the total charge: -1. As for the relative energy (zero: lowest compared OMol25 entry of this formula, charge and spin): 204.5 kJ/mol.

***

The following is a quantum chemistry calculation of a structure of composition C2H10Br2IOPSb at a distorted geometry, from the Open Molecules 2025 dataset.

Each line ends with the natural charge from an NBO analysis.
CARTESIAN COORDINATES (ANGSTROEM)
O -0.580 -1.760 2.236  -0.9979
P -1.732 -0.612 2.506  0.4373
Sb -0.290 1.510 2.878  0.6806
I -2.694 -0.266 0.253  -0.2953
H 0.111 -1.387 1.710  0.4778
H 0.344 1.446 1.204  -0.2823
H 1.028 0.424 3.384  -0.2694
H -0.926 1.536 4.540  -0.2602
H -1.683 2.453 2.302  -0.2485
H 0.654 2.965 3.214  -0.2286
Br 1.190 -0.426 -0.890  0.0192
C 1.090 -1.327 -2.609  -0.4692
C 0.558 -0.394 -3.661  -0.4476
Br -1.356 -0.107 -3.478  -0.0032
H 0.464 -2.198 -2.481  0.2282
H 2.102 -1.633 -2.855  0.2172
H 0.699 -0.804 -4.656  0.2154
H 1.023 0.578 -3.596  0.2265

The calculation puts the HOMO energy at -3.5 eV. The LUMO energy comes out at 0.0922 hartree. The value obtained for the molar mass is 489.547 u. As for the total charge: -1.

***

The following is a quantum chemistry calculation of a cluster of 3 separate species, C2H10BrN4 in total at a distorted geometry, from the Open Molecules 2025 dataset.

Each line ends with the natural charge from an NBO analysis.
CARTESIAN COORDINATES (ANGSTROEM)
C -0.449 1.486 0.782  -0.4448
C 1.091 -0.371 0.329  0.6328
N 1.407 -1.658 0.320  -0.7956
N 2.029 0.535 0.305  -0.6695
N -0.175 0.033 0.521  -0.1996
N -1.192 -0.918 0.613  -0.6717
Br 3.788 0.071 -0.112  0.3317
H -0.512 1.914 -0.190  0.2501
H -1.482 1.717 1.196  0.2565
H 0.242 1.743 1.571  0.2143
H 0.820 -0.892 -1.959  -0.0600
H 0.782 -2.296 0.791  0.4376
H 2.135 -2.029 -0.236  0.4330
H 1.811 1.365 0.852  0.4359
H -1.952 -0.551 1.137  0.3911
H -1.441 -1.537 -0.120  0.4010
H 0.115 -1.070 -2.506  0.0575

The calculation puts the HOMO energy at -13.2 eV. The LUMO energy comes out at -0.1477 hartree. The value obtained for the molar mass is 170.034 u. As for the total charge: +1. As for the relative energy (zero: lowest compared OMol25 entry of this formula, charge and spin): 127.2 kJ/mol.

***

The following is a quantum chemistry calculation of a structure of composition C2H10F6LiNO9S2 at a distorted geometry, from the Open Molecules 2025 dataset.

Each line ends with the natural charge from an NBO analysis.
CARTESIAN COORDINATES (ANGSTROEM)
Li -1.985 -1.006 0.131  0.8904
C 2.015 -1.551 -0.737  0.7161
F 2.426 -2.072 -1.891  -0.3120
F 0.987 -2.311 -0.300  -0.3462
F 2.986 -1.616 0.167  -0.3026
S 1.419 0.207 -0.911  2.2236
O 1.002 0.379 -2.270  -0.9438
O 0.394 0.233 0.088  -0.9728
N 2.746 1.079 -0.658  -1.1657
S 2.474 1.995 0.629  2.2149
O 1.365 2.898 0.455  -0.9553
O 2.532 1.280 1.870  -0.9443
C 3.954 3.085 0.620  0.7299
F 3.918 3.895 1.670  -0.3077
F 5.078 2.358 0.677  -0.3152
F 3.967 3.823 -0.485  -0.3098
O -2.035 0.181 1.821  -0.9523
H -2.811 0.713 2.019  0.4802
H -1.601 0.038 2.669  0.4959
O -1.362 -1.522 -1.710  -0.9675
H -1.628 -0.964 -2.451  0.5010
H -1.182 -2.387 -2.089  0.4907
O -1.667 -2.847 0.988  -0.9626
H -0.865 -3.354 1.161  0.5001
H -2.361 -3.275 1.498  0.4839
O -2.273 1.347 -0.984  -0.9665
H -2.964 1.942 -0.680  0.4696
H -1.453 1.862 -0.943  0.5069
O -3.987 -1.395 -0.033  -0.9620
H -4.386 -1.451 -0.908  0.4949
H -4.704 -1.565 0.586  0.4881

The calculation puts the HOMO energy at -8.8 eV. The LUMO energy comes out at -0.0342 hartree. The value obtained for the molar mass is 377.163 u. As for the total charge: 0. As for the relative energy (zero: lowest compared OMol25 entry of this formula, charge and spin): 0.0 kJ/mol.

***

The following is a quantum chemistry calculation of a cluster of 2 separate species, C2H10N2 in total at a distorted geometry, from the Open Molecules 2025 dataset.

Each line ends with the Löwdin spin population.
CARTESIAN COORDINATES (ANGSTROEM)
N 2.721 -0.219 0.943  0.0902
H 2.686 -0.749 0.175  0.0377
H 3.356 -0.310 1.677  0.0129
H 1.896 0.366 1.144  0.0183
C -0.427 1.026 -0.939  0.3014
N -1.187 0.471 0.192  0.0330
C -1.572 -1.002 -0.003  0.2130
H 0.469 0.395 -1.121  0.0347
H -0.931 1.263 -1.817  0.0635
H 0.111 1.916 -0.553  0.0478
H -2.084 1.092 0.410  0.0430
H -2.400 -1.445 -0.650  0.0465
H -1.906 -1.366 1.076  0.0234
H -0.731 -1.439 -0.534  0.0347

As for the expectation value of S²: 0.750. The calculation puts the HOMO energy (spin up / spin down) at 1.5 / -5.0 eV. As for the spin multiplicity: 2. The LUMO energy (spin up / spin down) comes out at 0.1655 / 0.1619 hartree. The value obtained for the molar mass is 62.116 u. As for the total charge: -1. As for the relative energy (zero: lowest compared OMol25 entry of this formula, charge and spin): 163.2 kJ/mol.

***

The following is a quantum chemistry calculation of a cluster of 2 separate species, C2H10N2 in total at a distorted geometry, from the Open Molecules 2025 dataset.

Each line ends with the natural charge from an NBO analysis.
CARTESIAN COORDINATES (ANGSTROEM)
N 2.314 2.051 -1.951  -1.0350
H 1.568 1.378 -2.146  0.3447
H 2.456 1.773 -0.983  0.3442
H 3.110 1.590 -2.387  0.3481
C -0.656 -0.229 -0.265  -0.6270
C -0.549 -0.598 1.211  -0.2186
N -1.560 -1.591 1.631  -0.8346
H 0.306 0.048 -0.670  0.2092
H -1.513 0.408 -0.498  0.2080
H -1.088 -1.144 -0.724  0.2071
H -0.599 0.329 1.801  0.1694
H 0.396 -1.133 1.348  0.1809
H -1.805 -1.394 2.587  0.3569
H -2.380 -1.488 1.047  0.3466

Its SMILES is CCN.N. The calculation puts the HOMO energy at -9.4 eV. The LUMO energy comes out at 0.0350 hartree. The value obtained for the molar mass is 62.116 u. As for the total charge: 0. As for the relative energy (zero: lowest compared OMol25 entry of this formula, charge and spin): 46.7 kJ/mol.

***

The following is a quantum chemistry calculation of a cluster of 2 separate species, C2H10N2O in total at a distorted geometry, from the Open Molecules 2025 dataset.

Each line ends with the natural charge from an NBO analysis.
CARTESIAN COORDINATES (ANGSTROEM)
N 0.466 0.319 1.793  -0.8446
C 0.203 0.373 0.366  -0.2205
C 1.285 0.930 -0.562  -0.2230
N 0.815 0.819 -1.942  -0.8391
H 1.376 -0.057 2.032  0.3511
H -0.211 -0.232 2.301  0.3576
H -0.749 0.866 0.175  0.1853
H 0.042 -0.631 -0.024  0.1596
H 1.486 1.993 -0.379  0.1782
H 2.256 0.474 -0.365  0.1817
H 1.264 0.058 -2.426  0.3544
H -0.178 0.671 -2.016  0.3572
H -2.788 -2.197 -0.338  0.4679
H -2.751 -1.868 1.130  0.4686
O -2.515 -1.518 0.255  -0.9344

Its SMILES is NCCN.O. The calculation puts the HOMO energy at -8.8 eV. The LUMO energy comes out at 0.0233 hartree. The value obtained for the molar mass is 78.115 u. As for the total charge: 0. As for the relative energy (zero: lowest compared OMol25 entry of this formula, charge and spin): 56.4 kJ/mol.

***

The following is a quantum chemistry calculation of a cluster of 2 separate species, C2H10N2O in total at a distorted geometry, from the Open Molecules 2025 dataset.

Each line ends with the natural charge from an NBO analysis.
CARTESIAN COORDINATES (ANGSTROEM)
N -0.493 -1.765 0.389  -0.8365
C 0.055 -0.542 -0.136  -0.2310
C -0.365 -0.194 -1.566  -0.2154
N 0.100 1.119 -1.989  -0.8318
H -1.467 -1.899 0.126  0.3509
H -0.480 -1.809 1.399  0.3579
H 1.151 -0.630 -0.195  0.1710
H -0.028 0.357 0.452  0.1716
H 0.042 -0.988 -2.201  0.1804
H -1.452 -0.219 -1.704  0.1750
H -0.617 1.805 -1.804  0.3516
H 0.928 1.431 -1.501  0.3538
H 0.722 1.890 2.748  0.4757
H 0.787 0.422 3.326  0.4748
O 1.118 1.022 2.658  -0.9479

Its SMILES is NCCN.O. The calculation puts the HOMO energy at -9.0 eV. The LUMO energy comes out at 0.0241 hartree. The value obtained for the molar mass is 78.115 u. As for the total charge: 0. As for the relative energy (zero: lowest compared OMol25 entry of this formula, charge and spin): 52.9 kJ/mol.

***

Number 1: E -875.18973 Ha. Number 2: E -6184.66713 Ha. Number 3: E -2874.87074 Ha. Number 4: E -2217.29760 Ha. Number 5: E -191.58111 Ha. Number 6: E -191.67960 Ha. Number 7: E -266.92276 Ha. Number 8: E -266.92409 Ha.